{
  "formula": "C3H6O3",
  "method": "the ωB97M-V functional and the def2-TZVPD basis",
  "gap_ha": 0.39229,
  "de_lowest_kcal_mol": 91.31,
  "elements": ["H", "H", "O", "H", "O", "H", "C", "C", "C", "H", "H", "O"],
  "positions_angstrom": [[-0.846, 1.250, 1.466], [-2.498, 0.034, -0.603], [0.896, 0.387, -1.456], [2.162, -0.870, 1.322], [-0.778, -0.751, 0.518], [1.165, -0.420, -0.981], [-0.618, 0.682, 0.577], [-1.432, 0.084, -0.448], [-0.234, 0.887, -0.858], [0.849, -1.565, 0.922], [-0.475, 1.876, -1.251], [1.810, -1.594, 0.793]],
  "lowdin_charge": [0.142, 0.143, 0.020, 0.047, -0.046, 0.082, -0.128, -0.118, -0.258, 0.014, 0.156, -0.055]
}

=====

{
  "formula": "C4H7NO2",
  "method": "the ωB97M-V functional and the def2-TZVPD basis",
  "gap_ha": 0.42913,
  "de_lowest_kcal_mol": 72.91,
  "elements": ["H", "H", "N", "H", "H", "C", "O", "O", "H", "C", "C", "C", "H", "H"],
  "positions_angstrom": [[-0.449, 2.575, -0.408], [-0.702, -1.917, 0.120], [-2.761, -0.608, -0.201], [1.256, 2.039, -0.383], [0.283, 1.414, -1.606], [0.244, 1.734, -0.587], [0.744, -0.566, -0.422], [0.174, 0.504, 1.489], [0.892, -2.039, 0.964], [0.363, -1.884, -0.015], [0.020, 0.452, 0.193], [-1.822, -0.014, 0.010], [0.754, -2.671, -0.683], [1.005, 0.982, 1.529]],
  "lowdin_charge": [0.110, 0.051, 0.072, 0.086, 0.087, 0.007, -0.102, 0.089, 0.104, -0.055, -0.581, -0.101, 0.101, 0.130]
}

=====

{
  "formula": "C30H76Cl4O19",
  "method": "the ωB97M-V functional and the def2-TZVPD basis",
  "gap_ha": 0.35889,
  "de_lowest_kcal_mol": 0.00,
  "elements": ["C", "C", "H", "C", "H", "C", "H", "H", "H", "H", "H", "O", "H", "H", "H", "H", "C", "H", "H", "O", "H", "C", "H", "C", "H", "H", "O", "H", "C", "Cl", "H", "H", "H", "H", "H", "H", "H", "O", "H", "O", "O", "C", "O", "H", "Cl", "H", "C", "C", "C", "O", "Cl", "H", "H", "H", "C", "H", "H", "H", "H", "C", "H", "H", "H", "C", "H", "H", "H", "C", "C", "H", "O", "H", "H", "H", "C", "O", "H", "H", "H", "H", "H", "O", "H", "H", "O", "H", "H", "H", "H", "C", "C", "H", "C", "O", "H", "O", "H", "O", "O", "C", "H", "H", "C", "O", "H", "C", "H", "Cl", "H", "H", "C", "H", "C", "C", "C", "H", "H", "O", "H", "H", "H", "H", "C", "C", "H", "H", "H", "O", "H"],
  "positions_angstrom": [[14.343, 21.057, -15.001], [20.051, 20.658, -15.861], [8.757, 19.490, -11.849], [12.411, 26.998, -15.822], [12.888, 21.786, -13.619], [16.811, 17.905, -18.045], [11.348, 23.647, -18.482], [12.041, 21.827, -19.872], [17.559, 21.051, -13.697], [16.544, 16.871, -11.654], [14.582, 22.382, -13.353], [13.963, 23.900, -19.422], [9.367, 21.501, -17.993], [12.819, 25.560, -17.378], [19.720, 22.481, -16.915], [20.961, 20.361, -16.389], [13.814, 22.122, -14.095], [17.943, 19.586, -10.866], [15.319, 19.552, -12.057], [12.144, 19.530, -9.162], [11.151, 23.073, -11.255], [10.663, 27.579, -17.362], [12.966, 21.309, -9.794], [11.322, 24.133, -11.041], [13.344, 23.751, -11.683], [17.529, 18.896, -15.687], [14.519, 24.036, -16.752], [18.267, 21.819, -16.132], [11.262, 27.998, -16.032], [14.843, 26.895, -12.751], [18.014, 23.197, -11.563], [11.259, 24.294, -9.968], [10.509, 23.920, -13.759], [9.599, 27.795, -17.427], [14.036, 23.835, -18.450], [12.502, 18.699, -8.834], [13.663, 18.609, -10.938], [18.153, 18.649, -10.687], [17.263, 24.190, -16.835], [19.316, 19.496, -15.474], [15.555, 21.472, -15.607], [16.741, 24.699, -16.020], [12.257, 24.838, -13.100], [14.853, 25.748, -15.625], [8.418, 21.782, -11.619], [20.061, 21.811, -13.247], [13.581, 19.691, -11.091], [12.620, 24.566, -11.732], [15.338, 25.150, -16.403], [18.745, 20.975, -17.908], [16.715, 25.629, -10.895], [15.298, 17.430, -16.678], [14.094, 20.126, -9.038], [13.164, 21.212, -18.630], [17.030, 17.429, -12.459], [12.782, 19.898, -11.809], [19.872, 18.989, -14.873], [16.020, 20.669, -15.885], [16.266, 21.659, -20.447], [9.430, 20.335, -11.779], [17.196, 16.697, -13.259], [17.871, 21.295, -18.162], [18.456, 18.942, -18.030], [12.146, 21.566, -18.814], [10.453, 23.085, -16.359], [10.572, 27.985, -15.187], [12.542, 26.715, -14.779], [10.277, 24.912, -11.846], [17.377, 22.409, -11.974], [19.022, 17.190, -11.798], [17.095, 21.516, -10.911], [10.039, 20.451, -16.717], [18.251, 22.678, -13.846], [11.807, 24.928, -16.073], [11.993, 25.803, -16.700], [11.224, 20.579, -18.365], [11.675, 29.009, -16.073], [14.443, 20.087, -14.512], [16.095, 18.311, -13.944], [16.841, 16.734, -16.247], [15.385, 25.778, -17.296], [19.390, 21.320, -12.771], [10.123, 20.217, -10.955], [11.774, 21.917, -16.072], [14.808, 20.221, -11.549], [18.763, 18.613, -12.761], [14.297, 23.560, -15.928], [9.264, 24.533, -11.760], [16.428, 17.084, -18.656], [15.529, 22.003, -19.719], [15.170, 23.464, -19.997], [16.783, 25.638, -13.284], [10.282, 21.189, -17.487], [10.826, 26.161, -17.417], [15.970, 24.098, -19.590], [13.547, 23.277, -14.884], [13.553, 20.930, -15.758], [16.557, 18.754, -15.720], [16.749, 23.871, -14.879], [11.062, 22.299, -16.805], [10.346, 25.931, -11.454], [16.443, 22.919, -12.232], [19.174, 21.558, -16.692], [16.011, 21.882, -18.380], [13.350, 27.424, -16.178], [18.110, 21.832, -13.165], [13.046, 23.931, -14.353], [10.458, 20.512, -13.219], [15.168, 23.661, -21.071], [14.678, 21.332, -19.880], [11.885, 22.837, -17.989], [10.526, 25.684, -13.875], [10.837, 24.838, -13.260], [16.370, 17.653, -16.610], [13.252, 20.260, -9.719], [15.275, 21.994, -17.766], [15.468, 24.624, -12.590], [16.162, 18.438, -12.985], [16.291, 23.029, -15.081], [13.024, 25.508, -11.369], [17.341, 25.581, -15.782], [16.278, 21.019, -11.118], [18.334, 18.029, -11.940], [16.039, 25.540, -12.506], [11.245, 28.058, -18.157], [12.839, 23.239, -17.642], [16.424, 18.849, -18.444], [18.244, 17.998, -18.114], [20.316, 21.207, -14.953]],
  "lowdin_charge": [-0.183, -0.195, 0.031, -0.157, 0.087, -0.216, 0.122, 0.124, 0.109, 0.122, 0.110, -0.085, 0.123, 0.104, 0.130, 0.133, -0.183, 0.063, 0.047, -0.081, 0.082, -0.189, 0.115, -0.153, 0.112, 0.072, -0.155, 0.105, -0.164, 0.537, 0.100, 0.121, 0.115, 0.120, 0.020, 0.084, 0.130, -0.042, 0.114, -0.071, -0.074, -0.212, -0.211, 0.095, 0.542, 0.064, -0.221, -0.182, -0.187, -0.060, 0.580, 0.126, 0.129, 0.093, -0.195, 0.073, 0.101, 0.072, 0.122, -0.961, 0.120, 0.053, 0.043, -0.184, 0.109, 0.103, 0.070, -0.162, -0.244, 0.119, -0.069, 0.108, 0.104, 0.094, -0.203, -0.125, 0.109, 0.123, 0.057, 0.125, 0.130, -0.062, 0.010, 0.079, -0.108, 0.102, -0.049, 0.082, 0.120, -0.207, -0.228, 0.019, -0.198, -0.125, 0.119, -0.056, 0.125, -0.103, -0.111, -0.156, 0.121, 0.078, -0.221, -0.094, 0.104, -0.223, 0.087, 0.541, 0.119, 0.103, -0.164, 0.118, -0.175, -0.210, -0.213, 0.060, -0.013, -0.099, 0.049, 0.085, 0.121, 0.039, -0.248, -0.976, 0.123, 0.059, 0.117, -0.073, 0.097]
}